No. 1
30
Properties=species:S:1:pos:R:3:forces:R:3 method="wB97M-V/def2-TZVPD" de_lowest_ev=3.099 spin_multiplicity=1 orbital_gap_ev=9.62 lumo_energy_ev=-0.4301 charge=0 smiles=O.O.O.O.O.O.O.O.O.O homo_energy_ev=-10.0
H -2.57470 -1.23237 -0.16290 1.0 -0.8 1.2
H -1.45470 2.86563 -1.54490 0.2 0.2 0.2
O -0.23370 2.22263 1.99710 1.8 0.9 -0.4
H 2.84430 -1.23037 1.45710 0.3 0.3 0.1
H 2.37630 -1.13637 -2.04990 -0.4 0.2 -0.4
O -1.54570 -2.45937 1.28810 -1.5 -1.8 -0.8
O 3.10230 -2.60837 -0.05790 -0.2 0.1 0.1
O 3.00030 -0.27337 1.52710 0.8 -1.4 -2.2
H 2.63930 0.00063 2.32610 -1.1 0.9 2.2
H -4.28070 2.26463 0.48810 -0.6 0.2 0.1
H -0.09070 1.50363 1.36910 -0.4 -0.1 0.1
H 2.47530 -2.01437 -0.51590 0.1 -0.1 0.8
O -2.91070 -0.52037 -0.68290 -0.3 0.2 -0.8
H 0.84230 -1.25937 -1.66890 -0.7 -0.4 -0.8
H 3.24630 0.80963 -0.08890 0.1 -0.8 0.6
H -1.01670 0.27163 -0.36090 0.4 0.2 -0.4
O -1.62670 1.92363 -1.62190 0.1 0.1 0.2
H -1.12670 -2.88537 0.53410 0.0 -0.2 0.1
H 2.26930 1.24263 -1.18490 -0.1 -0.1 -0.1
O 2.85930 1.56663 -0.50690 -0.1 1.3 -0.7
O -3.42770 1.97063 0.78910 -0.3 0.3 1.0
H 3.41030 -3.11837 -0.79690 0.6 -0.8 -0.2
H -3.80270 -0.83837 -0.79390 -0.7 0.3 -0.3
H -1.92470 1.80863 -2.51990 -0.2 -0.2 -0.4
O -0.32970 0.09763 0.29410 0.3 -0.8 0.7
O 1.69530 -0.96537 -1.38790 0.6 0.7 0.0
H -0.95170 -1.78237 1.49810 1.4 2.0 0.6
H -2.98970 1.75463 -0.01790 0.8 -0.5 -1.0
H -1.03470 2.07763 2.45010 -1.5 -0.5 0.5
H 0.56130 -0.05637 -0.05490 -0.5 0.5 -0.3

***

No. 2
21
Properties=species:S:1:pos:R:3:forces:R:3 method="wB97M-V/def2-TZVPD" de_lowest_ev=1.267 spin_multiplicity=2 orbital_gap_ev="9.63 / 6.86" lumo_energy_ev="0.9780 / -1.7821" charge=0 homo_energy_ev="-8.6 / -8.6"
N 0.67677 1.83709 -2.50401 -1.0 -0.6 -0.9
H 1.12140 1.04065 -0.58906 0.2 0.3 -0.1
H 0.78488 -0.68622 -2.31888 0.1 -0.2 0.0
H 1.27707 -0.92858 3.25070 -0.4 -0.1 0.0
H -0.96009 -0.30464 -2.37257 0.5 -0.1 0.5
H -1.09585 1.07776 0.33168 -0.3 0.6 -0.4
H -1.32401 -1.30123 2.56331 0.3 0.3 -0.5
H -0.68984 -2.54908 1.46526 0.3 0.9 0.1
C 0.28150 1.11408 -1.28010 -0.3 0.4 -1.1
C -0.04187 -0.29319 -1.73831 -0.5 -0.2 0.1
H -0.13438 1.88692 -3.16083 1.1 0.1 0.8
H -0.18209 -0.87895 -0.81750 -0.2 -0.2 -0.8
H -1.80759 1.71094 -1.22173 0.4 0.0 0.4
C -0.92029 1.70875 -0.55650 0.0 0.1 0.2
H 1.56075 -2.27397 2.15572 -0.1 0.1 0.5
C 0.82192 -1.84657 2.85831 0.5 -0.5 -0.7
H 1.12431 2.73113 -2.45419 -0.1 0.4 0.5
C -0.42719 -1.56562 1.96350 0.4 -0.7 0.7
O -0.06020 -0.64479 0.99699 -0.4 -0.8 1.3
H -0.70026 2.74264 -0.25542 -0.2 -0.2 0.0
H 0.69505 -2.57713 3.68362 -0.3 0.5 -0.5

***

No. 3
71
Properties=species:S:1:pos:R:3:forces:R:3 method="wB97M-V/def2-TZVPD" spin_multiplicity=4 orbital_gap_ev="3.81 / 3.67" lumo_energy_ev="1.4032 / 1.2921" charge=-1 homo_energy_ev="-2.4 / -2.4"
H -4.86822 -1.14476 -2.62652 0.0 0.0 0.0
C -2.02632 -1.52716 -0.82322 0.7 0.1 0.1
C 0.78818 3.11774 -0.08022 0.3 0.2 -0.3
C 2.21898 1.91784 -3.46342 0.0 -0.1 -0.1
H 3.05868 4.87574 -1.89182 0.0 0.1 0.0
C 1.27018 0.35334 1.68018 -0.4 0.6 -1.4
O -1.04202 0.91764 3.37788 0.4 -1.8 2.4
H -4.59782 2.93114 1.96458 0.1 -0.3 0.3
C 1.96438 -5.44316 -0.64222 0.1 -0.1 0.0
H -4.29252 -3.19486 1.07618 0.0 0.0 0.1
C 2.14128 -3.07396 -0.33342 0.2 0.2 0.0
C -0.44302 -0.79976 4.86888 0.2 -1.1 1.5
C -4.61862 2.38584 1.02978 -0.3 1.6 -0.9
C 0.15198 0.95974 -2.70762 -0.2 -0.2 0.0
H 0.11148 -2.53816 5.98708 0.0 -0.1 0.1
H 1.65618 -2.41386 1.99728 0.1 -0.1 0.0
H 3.98578 1.15164 -2.52752 0.1 0.0 0.0
C 3.02688 2.76364 0.76928 -0.7 -0.4 0.3
C 0.92528 -2.56276 3.98478 0.6 -0.3 -1.0
H 2.75688 2.60644 -4.09772 0.0 0.1 0.0
C 0.18728 -2.00656 5.05268 -0.8 1.5 -0.3
C -0.36052 -0.12146 3.64208 -0.2 1.5 -2.2
H 0.29578 2.48884 -4.19642 -0.1 0.0 0.0
C -0.98002 4.12764 -1.87352 0.7 0.5 -0.4
H -1.74322 4.51104 -2.53352 0.0 0.0 0.0
N -0.50342 2.69734 -0.00962 -0.2 1.2 -1.9
C 0.82718 0.12494 -1.82712 -0.5 -0.5 0.5
Cr -0.89252 1.69534 1.67478 -0.9 0.4 -0.9
C 0.83908 1.84564 -3.51922 0.0 0.0 -0.3
H -1.91422 -2.56946 1.03628 0.0 -0.1 0.2
H -2.37912 2.87834 -0.84462 -0.2 -0.1 0.2
C -0.01352 -0.18476 1.16788 0.5 -0.8 -1.0
C -4.21692 -1.47076 -1.82532 -0.1 0.0 -0.1
H 3.77548 -4.43236 -0.10332 0.1 0.0 0.0
H 0.64008 5.24884 -2.72422 0.1 0.1 -0.1
H -2.48922 -0.57156 -2.68922 0.0 0.0 0.0
C -3.89952 -2.62056 0.24948 -0.1 -0.1 0.1
H -0.92742 0.92534 -2.75292 -0.1 0.1 0.0
C -2.87122 -1.14186 -1.85282 0.2 0.1 -0.2
H 2.27908 0.05184 1.39148 0.0 -0.2 0.1
C -2.56442 -2.27216 0.22298 0.2 0.0 0.0
N 1.01988 1.74604 1.78898 1.4 0.5 1.7
C 2.72598 -4.32676 -0.34112 0.2 -0.1 0.0
H 0.01488 -6.15706 -1.15592 0.0 0.0 0.0
Ge -0.09952 -1.10646 -0.54042 -0.3 -0.1 -0.2
C -1.34882 3.19794 -0.91092 -0.1 -0.7 1.0
C 1.65918 2.53864 0.87968 0.4 -0.1 0.1
H -1.05892 -0.36696 5.64478 0.0 0.0 0.0
C 0.62098 -5.28876 -0.93162 -0.1 -0.3 -0.1
H 3.70238 2.29704 1.47278 0.0 0.0 0.1
H -1.00232 -3.91796 -1.16002 -0.1 -0.1 0.0
H 2.77098 -0.42576 -1.11532 0.1 0.0 0.1
C -4.73432 -2.20586 -0.77422 -0.1 0.0 0.0
Br -3.23272 1.04814 1.02338 -0.2 -1.0 0.1
C 2.90768 1.09904 -2.58802 0.2 0.0 -0.1
Cl 1.64618 -4.12676 4.24138 0.1 -0.2 0.1
H 2.74888 -2.21636 -0.07642 0.1 0.0 0.0
H -5.56952 1.91364 0.81008 0.0 -0.6 0.2
H -5.78732 -2.44586 -0.74302 -0.1 0.0 0.0
C 0.33188 4.52984 -1.97992 -0.5 -0.2 0.4
C 1.27558 3.99014 -1.07982 -0.3 -0.1 0.2
C 0.79658 -2.89846 -0.63032 -0.4 0.6 0.1
C 0.04788 -4.02996 -0.93082 -0.2 0.1 -0.1
H 4.56748 3.78094 -0.30012 0.1 0.0 0.0
Br -1.62502 3.86104 2.62278 0.1 0.3 0.1
C 1.08968 -1.94896 2.79008 -0.2 0.3 0.3
C 0.47808 -0.64786 2.54678 -0.6 -0.9 1.5
H 2.41988 -6.42426 -0.65122 0.0 0.0 0.0
C 2.21448 0.21434 -1.78442 0.0 -0.2 0.2
C 3.50328 3.60564 -0.22942 -0.1 0.4 -0.6
C 2.66018 4.22564 -1.12562 0.5 0.1 0.1

***

No. 4
50
Properties=species:S:1:pos:R:3:forces:R:3 method="wB97M-V/def2-TZVPD" de_lowest_ev=0.814 spin_multiplicity=3 orbital_gap_ev="5.86 / 5.87" lumo_energy_ev="-7.3417 / -7.3375" charge=+2 homo_energy_ev="-13.2 / -13.2"
V -0.23000 0.57450 0.17320 0.7 -2.2 0.1
C 3.44960 -0.50490 -1.63830 -0.2 0.1 0.2
H -2.51000 1.12920 5.38090 0.0 0.0 0.1
N -6.82770 -1.14910 0.00430 0.9 -0.1 -0.1
C -0.95390 1.79090 2.45760 -0.3 0.5 0.8
C 1.94880 1.66950 -0.95450 0.8 0.5 -0.6
C -6.17320 0.00090 -0.08650 -0.4 -0.3 0.1
C -10.64510 0.33680 0.00330 0.5 0.4 0.0
C -1.97870 0.97160 4.45430 0.2 -0.1 -0.3
C -4.06980 1.29020 -0.45650 0.3 -0.1 0.1
H -1.81150 3.07120 3.92500 0.0 0.1 0.0
H -11.63630 0.76200 -0.01820 -0.1 0.1 0.0
N -1.96330 0.17230 -0.39160 -1.7 -0.3 -1.3
C 2.29150 -0.61690 -0.88110 0.5 -0.8 -0.2
H 1.93360 -1.58270 -0.52240 0.2 0.2 -0.1
C -2.70030 1.28540 -0.55800 -0.7 0.7 -0.2
C 3.08440 1.86410 -1.72620 -0.4 0.0 0.2
H -9.16300 -2.74160 0.08070 0.0 -0.2 0.0
C 1.08000 2.80330 -0.43750 0.4 0.5 -0.4
O -0.69600 4.04970 1.66070 0.1 -0.3 0.1
C -9.54880 1.17940 -0.03640 -0.5 0.0 0.0
N -0.66000 0.54030 2.05490 -0.2 0.1 1.6
H -9.66310 2.25130 -0.07380 -0.1 0.1 0.0
C -1.63600 -0.31270 4.04990 0.1 0.1 -0.2
H -6.77850 2.05180 -0.13990 -0.1 -0.1 0.0
N -7.03100 1.07730 -0.10120 0.2 0.1 -0.1
C -0.97040 -0.48740 2.84410 -0.2 -0.5 0.4
H -2.16010 2.20230 -0.80180 -0.2 -0.1 0.1
N 1.56330 0.44180 -0.54470 1.2 0.1 -0.8
H -1.88140 -1.16940 4.65770 0.0 -0.1 0.0
C -8.13770 -0.84350 0.01930 -0.6 1.0 0.0
H 3.36440 2.86700 -2.02000 -0.1 0.0 0.0
C -9.27430 -1.67100 0.06180 -0.1 0.2 0.0
C -0.45990 2.88570 1.52680 -0.5 0.5 0.7
H -4.59100 2.22590 -0.58440 0.0 0.0 -0.1
H 4.02200 -1.38880 -1.87210 0.0 -0.1 0.0
C -3.96730 -1.08930 -0.11480 0.3 0.1 0.0
H -0.68310 -1.47920 2.49660 -0.1 0.2 0.1
C -2.60400 -0.99810 -0.21200 -0.6 -0.8 0.2
C -1.61390 2.04610 3.64810 0.2 0.0 -0.3
C -8.29800 0.57950 -0.04080 0.0 -0.9 0.1
C -4.75110 0.08340 -0.20300 0.1 0.1 -0.1
C 3.85050 0.75310 -2.07070 -0.3 -0.1 0.2
H 4.74670 0.86320 -2.66100 0.1 0.0 0.0
O 1.08500 3.92740 -0.83750 0.3 -0.2 0.0
H -4.45770 -2.03770 0.04410 0.0 -0.1 0.0
C -10.50840 -1.06230 0.05230 0.4 -0.4 0.0
H -1.97210 -1.88270 -0.13710 -0.2 0.1 0.0
H -11.40110 -1.66850 0.06510 0.0 -0.1 0.0
N 0.27710 2.25110 0.55180 0.3 1.8 -0.1

***

No. 5
9
Properties=species:S:1:pos:R:3:forces:R:3 method="wB97M-V/def2-TZVPD" de_lowest_ev=0.567 spin_multiplicity=1 orbital_gap_ev=8.93 lumo_energy_ev=0.0053 charge=0 smiles="CNC(=S)I" homo_energy_ev=-8.9
H -1.58894 0.22137 -1.07797 -0.3 0.5 -3.2
H -1.96243 0.61305 0.50210 1.4 -0.1 -0.4
I 3.16149 0.60843 0.28499 -0.6 -0.4 -0.3
H 0.42569 1.49411 0.31607 -0.4 -1.9 -0.6
N 0.18183 0.49045 0.10177 2.6 -1.5 -0.4
C 1.30250 -0.48390 -0.02961 -2.8 3.9 1.4
H -1.46122 -0.96421 0.11883 1.0 0.4 -0.1
C -1.19652 0.07819 -0.15069 -1.0 -0.2 4.0
S 1.13759 -2.05749 -0.06551 0.2 -0.7 -0.5

***

No. 6
22
Properties=species:S:1:pos:R:3:forces:R:3 method="wB97M-V/def2-TZVPD" de_lowest_ev=0.000 spin_multiplicity=1 orbital_gap_ev=8.50 lumo_energy_ev=0.3857 charge=0 smiles="CCOC(=O)C1(N=P#[PH2])CC1" homo_energy_ev=-8.1
H 0.96877 -1.61988 -2.59989 -0.1 0.1 0.7
O -0.74074 0.23159 -1.20612 0.3 -0.5 -0.6
H -0.72247 -1.28219 2.98059 -0.1 0.4 -1.0
C -0.03013 -1.16606 2.12774 0.6 1.9 1.6
C 1.66332 -1.06213 -1.95298 0.3 0.2 0.5
P -2.71711 0.27937 0.16057 -0.6 -0.8 -0.1
H 0.57879 -2.06291 2.08858 0.1 0.3 -1.1
P -3.94522 2.00470 0.39028 -2.4 -0.3 -4.5
C -0.04843 -0.22435 -0.33442 3.4 -0.2 -1.3
O 1.17346 -0.84064 -0.56884 -1.4 0.2 -0.6
H 1.76061 0.21118 2.03874 1.0 0.1 -0.6
C 2.10970 0.23380 -2.62808 0.3 -0.8 -1.4
H -3.45451 2.33616 1.49929 1.7 1.2 4.3
C 0.72010 0.26423 2.17733 -2.4 -1.5 1.1
H 0.36666 0.91025 3.02777 0.3 -0.6 -1.3
H 2.73658 0.76046 -1.91819 0.3 0.3 -0.4
H 2.62100 -0.07004 -3.58149 0.5 0.1 1.1
C -0.29170 -0.05418 1.10175 -3.2 0.3 1.8
H -5.04011 1.25729 0.82603 -0.5 0.0 0.2
N -1.66671 0.69899 1.23443 3.4 -1.0 0.7
H 2.56772 -1.69910 -1.74349 -1.0 0.6 -0.4
H 1.39043 0.89346 -3.11958 -0.7 -0.1 1.0